1.
{"formula": "C9H7F5N5O2S", "method": "ωB97M-V with the def2-TZVPD basis set", "orbital_gap_ha": 0.375, "smiles": "O=S(=O)(Nc1ncn(-c2cccnc2)[nH+]1)C(F)(F)C(F)(F)F", "charge": 1, "lumo_energy_ev": -3.8, "species": ["H", "F", "O", "H", "C", "C", "C", "F", "N", "H", "N", "H", "F", "F", "H", "H", "H", "F", "O", "N", "C", "C", "C", "N", "S", "C", "C", "C", "N"], "coordinates": [[-2.40234, 1.47654, 1.65820], [5.83820, 2.49131, -0.60696], [2.45431, 2.16243, 1.67787], [-2.08280, -2.27700, 1.63343], [-2.81162, -0.93369, 0.19069], [-4.76531, -1.63451, -0.82809], [-2.88887, -2.09568, 0.91559], [6.14919, 0.37746, -1.05990], [-0.52129, -0.31079, -0.18622], [1.88195, -0.06078, -0.80811], [1.58570, 0.67620, -0.18357], [-3.78400, 0.20381, -1.38713], [4.57570, 1.43916, -2.04451], [4.91066, 1.01641, 1.44956], [-5.60544, -3.47282, -0.12138], [-5.57761, -1.48908, -1.53404], [-0.29055, -1.08946, -0.78560], [4.04494, -0.39593, 0.08299], [2.74033, 2.96760, -0.54649], [-3.82518, -3.01394, 0.84427], [4.32674, 0.92333, 0.28223], [0.28884, 0.69201, 0.23224], [5.25567, 1.34714, -0.90688], [-1.71365, -0.03077, 0.39577], [2.69855, 1.85205, 0.31943], [-3.79365, -0.67786, -0.75818], [-1.57303, 1.06777, 1.09920], [-4.79015, -2.76327, -0.03510], [-0.32529, 1.55233, 1.01069]], "atomic_forces_ev_per_a": [[0.1, 0.1, 0.0], [0.1, 0.0, -0.2], [-0.3, -1.0, 0.6], [-0.2, -0.1, 0.0], [-0.8, 0.5, -0.6], [-1.6, 0.2, -1.3], [1.7, -0.3, 1.5], [0.3, 0.2, 0.1], [0.8, 1.4, 0.7], [0.2, 0.1, 0.0], [0.1, 0.3, 0.2], [-0.1, 0.0, 0.0], [-0.2, 0.1, 0.1], [0.1, 0.6, 0.1], [0.1, 0.0, 0.1], [0.1, -0.1, 0.1], [-0.6, -0.2, 0.1], [-0.3, 0.2, -0.1], [0.1, -0.4, -1.3], [-0.5, -0.1, -0.3], [-0.3, -1.3, -1.0], [0.9, -0.9, -0.8], [0.0, -0.2, 0.5], [-1.0, -1.6, -0.6], [0.3, 1.8, 1.4], [0.7, 0.2, 0.5], [0.6, 0.4, 0.1], [0.3, -0.1, 0.2], [-0.7, 0.1, 0.2]], "lowdin_charge": [0.171, 0.214, -0.218, 0.134, -0.186, -0.046, -0.094, 0.200, 0.218, 0.142, 0.022, 0.133, 0.181, 0.192, 0.127, 0.124, 0.203, 0.098, -0.207, 0.110, -0.449, -0.349, -0.595, -0.008, 0.735, 0.020, 0.001, -0.087, 0.215]}



2.
{"formula": "C9H7F6MnNOS4SbSe", "method": "ωB97M-V with the def2-TZVPD basis set", "orbital_gap_ha": [0.223, 0.254], "charge": -2, "lumo_energy_ev": [3.9, 4.7], "spin_multiplicity": 5, "species": ["Sb", "C", "F", "Mn", "C", "N", "C", "Se", "F", "O", "C", "C", "S", "H", "H", "S", "H", "C", "H", "C", "F", "S", "F", "H", "C", "C", "F", "S", "H", "F", "H"], "coordinates": [[3.31400, -0.22171, -0.31095], [-2.64792, -1.60887, -0.25887], [-3.79397, -2.06536, 0.27833], [-0.03539, -0.15932, 0.53333], [-3.45802, 0.81513, -0.00185], [-3.85250, 0.00513, 5.89866], [-1.61721, 0.07169, 4.16735], [-0.03853, 0.14105, 3.11153], [-4.68225, 0.41049, 0.41614], [-1.40430, 0.21084, -1.07402], [-3.47519, -0.30977, -2.22613], [-2.67606, -0.19322, -0.92184], [5.02811, -0.22810, 1.17458], [-4.49747, -0.63797, -2.02336], [-2.40789, 1.99291, 3.59309], [1.47136, -1.77589, 0.16077], [-1.19669, -1.86547, 4.99357], [-3.61260, 1.03764, 5.08866], [-2.97880, -1.02339, -2.87992], [-1.87440, -1.02221, 5.00154], [-3.67057, 1.97417, -0.66211], [3.93564, -0.19588, -2.49350], [-2.75943, 1.11798, 1.10048], [-3.48973, 0.66392, -2.71029], [-2.97944, -1.00254, 5.83219], [-2.53719, 1.12176, 4.22081], [-2.24247, -2.54332, -1.13059], [1.45825, 1.35772, 0.17383], [-3.18517, -1.84564, 6.48767], [-1.70994, -1.60977, 0.74331], [-4.33498, 1.84845, 5.14823]], "atomic_forces_ev_per_a": [[-0.6, 0.0, 0.0], [0.1, 0.0, -0.1], [0.2, 0.1, 0.0], [-1.0, 0.0, -0.3], [0.2, 0.1, 0.1], [-0.1, -0.1, 0.1], [0.0, -0.1, -0.2], [0.0, 0.1, 0.2], [0.0, -0.1, -0.1], [0.1, 0.0, 0.6], [0.0, 0.0, 0.0], [-0.3, -0.1, 0.2], [-0.3, 0.0, 0.0], [0.0, 0.0, -0.1], [0.0, 0.0, 0.0], [0.9, -0.4, -0.2], [0.0, 0.0, 0.0], [0.0, 0.0, 0.0], [0.0, 0.0, 0.0], [0.0, 0.1, 0.0], [0.1, -0.1, 0.0], [-0.2, 0.0, 0.1], [-0.1, -0.1, -0.1], [0.0, 0.0, 0.0], [0.0, 0.0, 0.0], [-0.1, -0.1, 0.1], [0.0, 0.1, 0.0], [1.6, 0.8, -0.4], [0.0, 0.0, 0.0], [-0.6, -0.4, 0.2], [0.1, 0.0, -0.1]], "lowdin_spin": [0.031, 0.002, 0.001, 4.097, 0.001, 0.005, 0.013, 0.035, 0.000, 0.056, 0.002, 0.007, 0.028, 0.000, 0.000, -0.148, 0.000, 0.000, 0.000, 0.005, 0.000, 0.027, 0.006, 0.000, 0.000, 0.005, 0.000, -0.196, 0.000, 0.023, 0.000]}



3.
{"formula": "C9H7FO2", "method": "ωB97M-V with the def2-TZVPD basis set", "orbital_gap_ha": 0.306, "smiles": "O=C=C1C=CC=C[C@H]1/C(F)=C/O", "charge": 0, "lumo_energy_ev": 0.0, "species": ["C", "C", "C", "H", "O", "C", "C", "O", "H", "H", "C", "H", "H", "C", "C", "H", "H", "F", "C"], "coordinates": [[-1.71581, -1.13776, 1.54004], [-0.84359, -0.43821, 0.87257], [-1.21444, 0.95672, 0.62602], [-0.04000, -2.13153, -0.39351], [2.85065, 0.74239, 1.53802], [-0.44240, -0.70690, -1.62651], [1.74152, -0.02159, 1.24199], [-2.45384, -1.53314, 2.37330], [3.20196, 0.93071, 0.69868], [-0.99407, 2.47310, -1.00532], [-0.85239, 0.55512, -1.88681], [-0.47270, -1.51297, -2.37214], [-1.15796, 0.84343, -2.98131], [-0.96229, 1.41842, -0.65530], [-0.02807, -0.99090, -0.26145], [1.53097, -0.53601, 2.11883], [-1.73340, 1.71321, 1.25620], [2.22030, -0.12992, -1.11080], [1.36556, -0.49417, 0.02750]], "atomic_forces_ev_per_a": [[-2.5, -0.9, 3.6], [-0.9, 0.4, -2.1], [0.2, 2.3, -2.5], [0.2, 1.1, 1.6], [-1.3, -0.9, 0.4], [-1.5, 2.1, -2.3], [2.2, -0.5, -1.6], [1.5, 0.3, -2.0], [1.3, 0.9, -1.8], [-0.5, -0.5, 1.2], [0.3, -1.2, -0.2], [0.2, 0.5, 0.3], [0.5, -0.1, 2.6], [-0.8, 0.6, -1.2], [1.9, -3.6, 0.5], [-1.8, -0.4, 1.4], [0.9, -1.1, 0.2], [-1.8, -0.5, 2.2], [1.9, 1.7, -0.4]], "lowdin_charge": [-0.075, -0.213, -0.033, 0.172, 0.051, -0.099, -0.105, 0.192, 0.063, 0.103, -0.061, 0.116, 0.140, -0.075, -0.273, 0.117, 0.130, -0.028, -0.121]}



Number 1 is which compound? C9H7F5N5O2S